Record 1
185
Properties=species:S:1:pos:R:3:forces:R:3:lowdin_charge:R:1 method="wB97M-V/def2-TZVPD" gap_ev=8.8 relative_energy_kj_mol=424.6 e_lumo_ev=0.231 max_force_ha_per_bohr=0.0573 homo_ev=-8.5
C -5.0472 1.0986 3.7535 -0.7 -0.4 -0.5 -0.061
C -5.1691 -0.3439 3.1523 2.0 1.7 0.3 -0.379
C -4.0010 -0.4940 2.1224 -1.2 -0.1 -1.2 -0.202
O -4.2454 -1.7145 1.4426 0.8 -1.1 -0.6 -0.192
C -3.2146 -2.1231 0.5198 -0.3 0.1 0.5 -0.082
N -5.0546 -1.3721 4.1613 -0.2 -0.1 0.3 0.053
H -4.1235 1.3574 4.2710 0.2 -0.3 -0.1 0.062
H -5.8612 1.3833 4.4202 -0.1 -0.6 0.2 0.070
H -5.1998 1.7882 2.9233 0.4 0.2 -0.2 0.071
H -6.1420 -0.3775 2.6619 0.2 -0.3 -0.3 0.138
H -2.9769 -0.4611 2.4941 0.0 -0.1 0.9 0.102
H -4.0278 0.2826 1.3580 -0.2 0.6 -0.1 0.097
H -3.0568 -1.3936 -0.2746 0.0 0.3 0.1 0.057
H -3.4531 -3.0691 0.0336 -0.7 0.1 0.2 0.089
H -2.2694 -2.3402 1.0173 0.2 0.4 0.3 0.071
H -4.2859 -1.1234 4.7673 0.1 0.1 0.3 0.050
H -4.7567 -2.2207 3.7017 -0.2 -0.3 -0.1 0.066
C 0.0742 -5.4859 -3.3975 -0.5 2.1 1.4 -0.068
C -1.4216 -5.4517 -3.6202 -0.4 -1.0 -0.5 -0.433
C -1.8779 -4.3557 -4.6548 0.9 -0.8 0.2 -0.177
O -1.5119 -2.9936 -4.3887 0.4 -0.8 0.5 -0.171
C -1.8991 -2.4528 -3.1179 -0.8 -0.1 -0.4 -0.089
N -1.7577 -6.8405 -4.0274 -0.7 0.8 -0.1 0.028
H 0.2510 -4.4804 -3.0156 0.7 0.5 -0.5 0.061
H 0.6884 -5.6791 -4.2770 -0.1 -0.3 0.2 0.079
H 0.2930 -6.0192 -2.4724 0.2 -0.9 -0.6 0.088
H -1.9134 -5.3091 -2.6580 0.0 0.1 0.1 0.121
H -2.9003 -4.4629 -5.0170 -0.6 0.1 0.8 0.115
H -1.3549 -4.7306 -5.5346 0.6 0.8 -0.4 0.112
H -1.8811 -3.1339 -2.2671 0.4 -0.4 -0.2 0.071
H -2.9356 -2.1225 -3.1858 -0.2 0.2 0.0 0.079
H -1.2901 -1.5879 -2.8549 0.2 -0.1 -0.4 0.072
H -2.7452 -6.9064 -4.2291 -0.3 -0.1 0.1 0.061
H -1.3030 -7.0801 -4.8968 0.3 0.0 -0.2 0.062
C -5.0937 -0.0111 -1.7410 -0.4 -0.7 1.7 -0.060
C -6.1209 0.7217 -2.5820 0.0 0.7 -0.9 -0.382
C -7.4207 1.3725 -1.9394 1.8 -1.1 -2.0 -0.204
O -8.3499 0.3785 -1.6827 -0.8 -0.7 0.7 -0.167
C -9.5483 0.9191 -1.1998 -0.5 -0.6 2.1 -0.130
N -5.4329 1.7355 -3.4045 0.0 0.2 0.3 0.039
H -4.0463 -0.1112 -2.0256 -0.2 0.6 -1.0 0.058
H -5.3960 -1.0462 -1.5818 -0.3 -0.1 0.0 0.081
H -5.0242 0.3842 -0.7276 -0.2 0.3 0.2 0.060
H -6.5106 0.0101 -3.3100 -0.2 -0.2 0.1 0.128
H -7.8279 1.8482 -2.8316 0.0 1.1 0.2 0.113
H -7.1673 2.0651 -1.1368 -0.3 0.0 0.3 0.130
H -9.4146 1.1908 -0.1527 0.6 1.2 0.2 0.082
H -10.2826 0.1680 -0.9089 -0.1 -0.7 -1.4 0.085
H -10.0216 1.7313 -1.7515 0.3 0.0 -0.4 0.092
H -4.8754 2.3469 -2.8253 0.3 -0.1 0.4 0.027
H -6.1199 2.3893 -3.7516 -0.2 0.0 -0.5 0.060
C -0.6996 0.6144 -0.5769 -0.3 -0.7 -0.7 -0.045
C 0.0165 0.3220 0.7286 -0.5 1.6 -0.4 -0.358
C 1.5678 0.3050 0.6362 -2.1 -1.2 -0.3 -0.120
O 1.8618 -0.9250 -0.0993 -0.3 1.3 1.6 -0.205
C 3.2276 -1.1723 0.0424 1.4 -0.1 -0.7 -0.107
N -0.4121 1.4070 1.6358 1.2 -0.3 0.3 0.022
H -0.6105 -0.2313 -1.2588 0.0 0.1 -0.2 0.058
H -0.3958 1.5215 -1.0995 0.7 0.0 0.2 0.086
H -1.7648 0.7934 -0.4305 -0.2 -0.3 0.4 0.055
H -0.3010 -0.6195 1.1767 0.1 -0.4 -0.4 0.122
H 1.8961 0.2504 1.6741 0.6 -0.2 0.0 0.122
H 2.0005 1.1871 0.1641 0.0 0.0 -0.2 0.132
H 3.8189 -0.4729 -0.5487 0.0 0.5 -0.1 0.076
H 3.5005 -2.1253 -0.4107 -0.4 -0.3 0.5 0.075
H 3.5634 -1.0519 1.0724 0.0 -0.4 0.1 0.091
H -0.0010 1.1308 2.5160 -0.3 0.3 0.6 0.033
H -1.4037 1.4088 1.8278 -0.2 -0.3 -0.3 0.066
C 3.3678 -6.2985 -6.3123 0.3 0.3 1.6 -0.054
C 3.4791 -4.7849 -6.3666 0.8 0.5 0.0 -0.448
C 4.6223 -4.1141 -5.4916 -1.2 -2.0 0.6 -0.139
O 4.4287 -4.5139 -4.0931 -2.2 1.6 -1.0 -0.246
C 3.3638 -3.6981 -3.4587 0.8 -0.2 -0.7 -0.058
N 3.6815 -4.3877 -7.7343 0.7 1.0 -1.1 0.013
H 4.3070 -6.8453 -6.3955 0.2 0.3 -0.8 0.082
H 2.6148 -6.6516 -7.0168 0.1 -0.1 0.2 0.078
H 3.1410 -6.5260 -5.2707 -0.8 -0.3 0.0 0.066
H 2.5543 -4.2908 -6.0688 -0.3 -0.4 0.8 0.119
H 4.6109 -3.0378 -5.6633 -0.2 0.3 0.4 0.113
H 5.6290 -4.4508 -5.7391 -0.1 -0.3 -0.2 0.124
H 3.5987 -2.6404 -3.5783 0.4 0.2 0.3 0.081
H 3.2837 -3.9693 -2.4061 0.3 -0.1 -0.1 0.082
H 2.3593 -3.7520 -3.8785 0.1 -0.7 -0.3 0.062
H 2.8649 -4.5268 -8.3122 -0.2 -0.7 0.0 0.071
H 3.7069 -3.3782 -7.7210 0.5 0.4 -0.2 0.064
C 6.0854 -3.5801 -0.4921 1.9 0.5 0.6 -0.048
C 6.9468 -3.1229 -1.7151 -1.0 0.9 1.0 -0.425
C 8.4717 -2.9130 -1.4612 0.0 0.4 -0.5 -0.139
O 9.1588 -2.1597 -2.5230 -0.9 0.2 0.5 -0.198
C 9.2005 -0.7379 -2.2579 0.1 -0.9 0.1 -0.109
N 6.5795 -4.0777 -2.6949 0.6 -1.1 -0.8 0.040
H 6.2777 -2.8819 0.3226 -0.2 -0.1 0.3 0.065
H 6.4393 -4.5736 -0.2167 0.0 0.0 0.2 0.082
H 5.0066 -3.6720 -0.6180 0.1 0.3 -0.6 0.049
H 6.5072 -2.1797 -2.0393 0.3 0.9 0.3 0.123
H 8.9724 -3.8746 -1.3484 0.0 -0.1 -0.5 0.122
H 8.7071 -2.3809 -0.5394 -0.5 0.1 0.3 0.098
H 9.5946 -0.1981 -3.1189 -0.1 -0.4 -0.2 0.082
H 9.8918 -0.5470 -1.4371 0.0 0.0 0.3 0.082
H 8.2279 -0.3164 -2.0040 -0.2 -0.1 0.0 0.066
H 5.5812 -4.1890 -2.5900 0.4 -0.4 -0.5 0.030
H 6.7232 -3.7436 -3.6371 0.1 0.0 -0.1 0.072
C -0.9819 -2.0371 4.0759 1.0 0.4 1.0 -0.036
C -0.9262 -0.7517 5.0248 -0.7 -2.0 -0.5 -0.369
C -0.3936 -1.0954 6.4858 0.6 0.8 -1.6 -0.219
O -1.1425 -1.9383 7.2751 -1.1 -1.1 0.2 -0.178
C -2.2766 -1.4374 7.9934 0.7 0.3 -0.1 -0.071
N -0.1724 0.2820 4.3417 0.3 0.1 0.4 0.031
H 0.0193 -2.4414 3.9269 0.4 0.0 0.5 0.070
H -1.2643 -1.8995 3.0322 -0.7 0.6 0.3 0.032
H -1.5573 -2.8447 4.5284 -0.2 0.2 0.0 0.077
H -1.9664 -0.4318 5.0858 -0.1 0.4 0.2 0.105
H -0.1153 -0.1589 6.9691 -0.4 0.5 0.3 0.115
H 0.5795 -1.5666 6.3473 0.1 -0.4 -0.1 0.123
H -2.9134 -0.7879 7.3928 0.1 0.2 -0.1 0.079
H -1.8844 -0.9262 8.8725 -0.2 0.4 0.1 0.086
H -2.9105 -2.2427 8.3646 0.4 -0.3 -0.3 0.088
H 0.7871 0.0000 4.2008 0.3 -0.4 0.0 0.085
H -0.0918 1.1155 4.9064 -0.2 0.3 0.2 0.084
C 7.8188 -0.0757 1.5869 0.4 0.5 0.4 -0.053
C 7.0461 1.2823 1.8754 1.1 -2.6 0.2 -0.398
C 7.3493 2.3601 0.8493 0.0 2.0 1.0 -0.241
O 7.1527 2.0355 -0.4751 1.0 -0.7 -2.5 -0.189
C 7.9243 2.7411 -1.4927 -0.9 -1.7 -0.5 -0.073
N 5.6507 0.9257 2.0286 0.0 0.3 -0.7 0.043
H 7.6034 -0.6152 0.6646 -0.3 0.5 -0.3 0.043
H 7.6709 -0.8169 2.3723 -0.5 0.3 0.3 0.069
H 8.8972 0.0797 1.6205 0.2 0.3 -0.3 0.068
H 7.4069 1.5455 2.8697 0.2 0.7 -0.1 0.133
H 8.3297 2.7901 1.0547 0.5 -0.2 -0.2 0.125
H 6.6662 3.2034 0.9514 -0.2 0.3 1.1 0.113
H 8.9940 2.5327 -1.5115 0.2 0.4 1.0 0.087
H 7.6663 3.7780 -1.7082 0.0 0.3 0.9 0.085
H 7.6498 2.2344 -2.4179 -0.4 -0.1 -0.1 0.069
H 5.4245 0.8390 1.0480 -1.0 -0.5 -0.3 0.051
H 5.1457 1.7604 2.2900 -0.3 0.2 0.1 0.035
C -2.8590 3.6079 0.4777 -0.8 -0.3 -0.5 -0.055
C -2.8826 5.0141 -0.1126 -0.4 -1.4 -0.2 -0.450
C -4.0762 5.2124 -1.0882 1.6 -0.3 0.7 -0.183
O -4.1322 4.2507 -2.1253 -0.8 0.4 0.5 -0.204
C -3.1223 4.3206 -3.0963 0.6 -1.0 -0.5 -0.104
N -3.0368 5.9406 0.9756 0.7 0.5 -0.1 0.042
H -2.9947 2.9095 -0.3481 0.8 -0.3 0.0 0.068
H -3.7512 3.3629 1.0540 -0.4 0.5 0.4 0.073
H -2.0125 3.4111 1.1356 0.2 0.0 -0.5 0.052
H -1.9546 5.1332 -0.6719 0.2 0.4 0.3 0.135
H -3.9563 6.2377 -1.4382 -0.3 0.2 -0.6 0.122
H -4.9295 5.1880 -0.4105 -0.6 -0.4 -0.7 0.126
H -3.1326 5.2156 -3.7183 -0.1 0.2 0.2 0.098
H -3.2456 3.4499 -3.7403 -0.5 0.1 -0.3 0.082
H -2.1225 4.1056 -2.7193 0.2 0.6 0.5 0.083
H -3.1083 6.8590 0.5614 -0.2 0.5 0.4 0.072
H -3.9204 5.6997 1.4014 -0.2 0.3 0.3 0.066
C -5.7307 5.9586 6.3556 1.3 0.5 0.7 -0.073
C -4.9138 5.0304 5.4555 -1.3 0.7 0.4 -0.453
C -3.7820 4.3136 6.2011 0.1 -0.1 -0.1 -0.181
O -3.1010 3.3288 5.4217 -1.1 -0.3 0.3 -0.217
C -2.5767 3.8772 4.2343 0.5 -0.5 0.7 -0.106
N -5.9416 4.1377 4.9651 0.4 -0.5 -0.8 0.053
H -5.0306 6.6578 6.8128 -0.2 0.2 0.4 0.077
H -6.2017 5.3549 7.1313 -0.1 0.1 0.2 0.078
H -6.4943 6.5588 5.8609 0.1 -0.4 -0.3 0.083
H -4.5528 5.6702 4.6502 0.3 -0.3 -0.2 0.126
H -4.1778 3.7866 7.0693 -0.2 -0.1 0.0 0.130
H -3.0353 5.0082 6.5859 0.1 0.4 0.0 0.121
H -1.9959 3.0792 3.7716 0.1 0.1 -0.1 0.075
H -1.9084 4.6561 4.6013 0.2 0.6 -0.9 0.099
H -3.3511 4.2057 3.5412 0.2 0.3 0.0 0.069
H -6.5098 3.8760 5.7581 -0.2 -0.4 -0.1 0.071
H -5.5172 3.3064 4.5794 -0.2 -0.2 0.0 0.016
O 3.8252 3.1466 1.4211 0.6 -0.2 -0.1 -0.059
H 4.2258 3.9531 1.0965 0.1 0.2 -0.1 0.038
H 2.8930 3.3527 1.4904 -1.0 0.2 0.1 -0.016
O 0.2449 2.0735 -3.9278 -0.1 0.6 -0.2 -0.059
H 0.6519 1.2792 -3.5817 0.4 -0.7 0.3 -0.016
H -0.6714 2.0107 -3.6583 -0.2 -0.1 0.0 0.009
O 1.6855 -0.3306 -2.6542 -0.8 0.1 -1.0 -0.054
H 1.6423 -0.5903 -1.7339 -0.2 -0.2 0.6 -0.022
H 2.5985 -0.0771 -2.7894 0.4 0.1 -0.3 -0.026
O 0.9904 3.6225 1.4501 1.3 1.5 -0.1 -0.068
H 0.4746 4.3051 1.8793 0.0 0.3 0.1 0.039
H 0.4307 2.8465 1.4763 -1.0 -1.3 -0.1 -0.053
O 4.1491 0.6803 -2.8304 0.3 0.0 0.0 -0.029
H 4.0325 1.4734 -2.3073 -0.1 0.3 0.3 0.063
H 4.8725 0.8872 -3.4221 0.2 -0.1 -0.2 0.061



Record 2
98
Properties=species:S:1:pos:R:3:forces:R:3:lowdin_charge:R:1 method="wB97M-V/def2-TZVPD" gap_ev=6.3 charge=+1 e_lumo_ev=-3.016 max_force_ha_per_bohr=0.0312 homo_ev=-9.3
Sc 0.8101 0.8114 -1.8221 -1.3 -0.8 0.5 0.952
F -1.2014 2.8410 -2.0922 -0.1 0.2 -0.1 0.136
C -0.8559 4.0998 -1.8160 0.1 0.0 0.1 -0.649
F -1.7746 4.6411 -1.0451 -0.1 0.0 0.0 0.190
F -0.7130 4.7792 -2.9314 -0.1 0.1 0.0 0.193
S 0.7650 4.0839 -0.8537 -0.3 -0.2 0.0 0.726
O 0.8569 2.6357 -0.4441 -0.1 0.6 -0.1 -0.413
O 0.6169 5.0074 0.2090 0.3 0.0 -0.1 -0.191
N 1.8957 4.3976 -1.9048 0.0 -0.3 0.1 -0.245
S 2.3495 3.0745 -2.6387 -0.1 0.0 0.2 0.668
O 1.1930 2.3795 -3.2604 0.6 0.4 -0.1 -0.370
O 3.0958 2.1612 -1.7963 0.1 0.1 -0.4 -0.348
C 3.3969 3.7084 -4.0355 -0.2 0.2 0.2 -0.684
F 2.8395 4.7914 -4.5278 0.1 0.0 0.0 0.199
F 4.5969 3.9610 -3.5618 0.1 0.0 0.0 0.196
F 3.4377 2.7541 -4.9417 0.0 0.0 -0.1 0.168
O -2.8153 5.1701 4.3692 0.0 -0.2 -0.1 0.137
C -3.7323 4.6055 3.5581 0.0 0.1 0.0 -0.474
O -4.8788 4.9351 3.6365 0.0 0.0 0.0 0.141
C -3.2717 3.5860 2.5535 0.0 0.0 0.0 -0.103
C -1.9823 3.0477 2.5186 0.0 0.0 0.1 0.067
C -1.7590 2.1237 1.5412 0.4 -0.2 0.1 -0.131
C -2.6599 1.7085 0.5940 -0.1 -0.1 -0.3 -0.165
C -3.9384 2.2449 0.6202 -0.2 0.1 0.1 0.051
C -4.2192 3.1713 1.6152 0.0 0.0 -0.1 0.029
N -2.0514 0.8556 -0.2963 -0.2 0.3 -0.4 -0.109
C -2.7333 0.2586 -1.3798 -0.1 0.3 0.6 -0.066
C -2.1795 -0.0883 -2.5510 0.4 -0.2 -0.7 -0.254
C -3.0576 -0.6293 -3.5844 0.0 0.1 0.4 -0.031
C -2.6287 -0.8324 -4.8302 0.2 0.0 -0.4 -0.062
C -1.2547 -0.5394 -5.1686 -0.4 -0.2 -0.2 -0.084
C -0.4372 -0.1362 -4.1959 0.1 0.1 0.5 -0.200
N -0.8086 0.0565 -2.8575 0.1 0.2 0.0 -0.052
H -1.9320 4.8121 4.2290 0.0 0.0 0.0 0.092
H -1.1942 3.3151 3.2093 0.0 0.0 0.0 0.135
H 0.1593 2.0996 0.8976 0.0 0.1 -0.1 0.113
H -4.6810 1.9711 -0.1161 0.0 0.0 0.0 0.124
H -5.2030 3.6171 1.6789 0.0 0.0 0.0 0.133
H -3.7950 0.1367 -1.2354 0.0 -0.1 0.1 0.124
H -4.0862 -0.8239 -3.3093 0.0 0.0 0.0 0.118
H -3.3068 -1.2053 -5.5869 0.0 0.0 0.0 0.112
H -0.8741 -0.6708 -6.1700 0.0 0.0 0.0 0.099
H 0.6067 0.0447 -4.4265 0.1 0.1 0.1 0.040
O -0.5092 1.4500 1.2507 -0.1 0.0 0.2 0.010
C -0.7432 0.5091 0.0728 0.0 -0.8 0.3 -0.432
N 3.2035 -0.7217 -0.5197 -0.1 -0.1 -0.1 -0.072
N 1.7816 -0.8887 -0.6840 0.5 0.1 0.0 -0.153
H 3.5765 -1.4345 0.0972 0.0 0.0 0.1 0.075
H 3.3930 0.1948 -0.1335 0.0 0.0 0.0 0.076
H 1.2959 -1.0600 0.2001 -0.1 0.0 0.0 -0.010
H 1.6471 -1.7442 -1.2217 0.0 0.0 0.0 0.088
Br 1.8384 -2.7964 -5.9053 -0.1 0.0 0.1 0.770
C 3.0777 -1.4909 -6.4633 0.1 0.0 -0.1 -0.729
C 3.4180 -1.4499 -7.8091 0.0 0.0 0.0 -0.119
C 4.3606 -0.5389 -8.2587 0.0 0.0 0.0 -0.060
C 4.9820 0.3226 -7.3674 0.0 0.0 0.0 -0.065
C 4.6481 0.2839 -6.0227 0.0 0.0 -0.2 -0.174
C 3.6837 -0.6098 -5.5779 -0.1 0.0 0.0 -0.690
I 3.3504 -0.6193 -3.5175 0.4 -0.4 0.1 1.218
H 2.9501 -2.1431 -8.4946 0.0 0.0 0.0 0.106
H 4.6181 -0.5146 -9.3094 0.0 0.0 0.0 0.115
H 5.7314 1.0225 -7.7122 0.0 0.0 0.0 0.114
H 5.1422 0.9407 -5.3195 0.0 0.0 0.0 0.087
F 1.0126 -4.8056 3.5078 0.0 0.1 0.0 0.106
C -0.2292 -4.9673 3.0303 0.0 0.0 0.0 -0.202
C -1.0454 -3.8797 2.7634 -0.1 0.0 -0.2 -0.146
C -2.3216 -4.1633 2.2889 0.0 0.0 0.0 -0.254
F -3.1767 -3.1682 2.0274 0.1 0.0 0.0 0.075
C -2.7717 -5.4495 2.0843 -0.1 0.0 0.0 -0.134
F -4.0005 -5.6835 1.6371 0.0 0.0 0.0 0.145
C -1.9234 -6.5080 2.3564 -0.1 -0.2 0.0 -0.121
F -2.3357 -7.7513 2.1630 0.0 0.1 0.0 0.158
C -0.6492 -6.2696 2.8338 0.1 -0.1 0.0 -0.136
F 0.1581 -7.2904 3.1021 0.0 0.0 0.0 0.143
Ge -0.5329 -2.0062 2.9332 -0.1 0.0 0.3 0.854
S -0.9343 -1.3320 0.8484 0.2 0.2 -0.3 0.724
C 1.3332 -1.9081 3.5340 0.0 0.0 0.0 -0.124
C 1.7659 -1.4969 4.7884 0.0 0.1 0.0 -0.201
F 0.9113 -1.0756 5.7242 -0.1 -0.1 -0.1 0.117
C 3.1011 -1.5114 5.1556 0.0 0.1 0.1 -0.131
F 3.4722 -1.1041 6.3625 0.0 0.0 0.0 0.150
C 4.0554 -1.9467 4.2572 0.2 0.0 0.0 -0.123
F 5.3353 -1.9496 4.5918 0.0 0.0 0.0 0.161
C 3.6621 -2.3851 3.0064 0.1 0.0 0.0 -0.143
F 4.5675 -2.8137 2.1260 0.0 0.0 0.0 0.130
C 2.3235 -2.3708 2.6864 0.0 0.0 -0.1 -0.251
F 1.9904 -2.8757 1.4791 -0.1 0.1 -0.1 0.060
C -1.6524 -1.1167 4.2655 0.0 0.1 0.0 -0.123
C -2.7282 -1.6886 4.9297 0.0 0.0 -0.1 -0.198
F -3.0857 -2.9545 4.7168 0.0 -0.1 0.0 0.118
C -3.4778 -0.9869 5.8581 -0.1 0.0 0.1 -0.131
F -4.5038 -1.5608 6.4720 0.0 0.0 0.0 0.150
C -3.1484 0.3201 6.1550 -0.1 0.1 0.2 -0.122
F -3.8545 0.9983 7.0441 0.0 0.0 0.0 0.163
C -2.0619 0.9126 5.5380 0.0 0.2 0.1 -0.137
F -1.7120 2.1603 5.8618 0.0 0.0 -0.1 0.128
C -1.3431 0.1864 4.6163 0.1 0.0 0.1 -0.246
F -0.2406 0.7690 4.0994 -0.1 0.1 -0.3 0.076